Record 1
Here is a molecular structure, C13H8CrN4O9S from OMol25. Energies are from ωB97M-V/def2-TZVPD.

Results
* orbital gap (alpha / beta): 6.030 / 6.878 eV
* HOMO (alpha / beta): -1.43 / -2.28 eV
* multiplicity: 5
* relative energy (zero: lowest compared OMol25 entry of this formula, charge and spin): 0.000 eV
* F_max: 0.005 hartree/bohr
* net charge: -2

Atoms and positions in Å:
1 Cr 0.585 0.224 0.293
2 O -0.719 -2.576 -2.490
3 C -0.242 -2.104 -1.457
4 O 0.021 -0.870 -1.281
5 C 0.047 -3.088 -0.317
6 C -0.089 -4.415 -0.630
7 C 0.166 -5.428 0.302
8 C 0.559 -5.108 1.589
9 C 0.666 -3.785 1.939
10 C 0.454 -2.692 1.012
11 O 0.641 -1.504 1.381
12 N 1.033 -3.525 3.321
13 O 0.597 -2.540 3.877
14 O 1.769 -4.341 3.877
15 N 0.017 -6.808 -0.062
16 O 0.251 -7.670 0.783
17 O -0.309 -7.084 -1.208
18 H -0.403 -4.655 -1.635
19 H 0.764 -5.877 2.317
20 C 0.873 3.638 5.603
21 C 0.932 2.805 4.351
22 C 2.108 2.138 3.998
23 C 2.056 1.387 2.843
24 N 0.958 1.303 2.110
25 C -0.165 1.975 2.505
26 S -1.542 1.777 1.534
27 N -0.173 2.737 3.633
28 H 1.783 4.227 5.729
29 H 0.772 2.989 6.477
30 H 0.008 4.297 5.560
31 H 3.005 2.203 4.598
32 H 2.913 0.834 2.473
33 O 3.089 0.623 -0.683
34 C 2.418 1.549 -1.162
35 O 1.205 1.814 -0.899
36 H 2.901 2.231 -1.894

Record 2
Here is C5H10O2 in the gas phase from OMol25. Energies are from ωB97M-V/def2-TZVPD.

Results
* structure (SMILES): C[C@@H]1OC[C@H](C)O1
* orbital gap: 10.972 eV
* HOMO: -9.84 eV
* relative energy (zero: lowest compared OMol25 entry of this formula, charge and spin): 1.594 eV
* F_max: 0.010 hartree/bohr

Atoms and positions in Å:
1 C 2.329 0.239 -0.588
2 C 0.951 -0.251 -0.191
3 C 0.578 0.007 1.288
4 O -0.843 -0.015 1.295
5 C -1.187 -0.249 -0.057
6 C -2.591 0.167 -0.374
7 O -0.175 0.376 -0.812
8 H 2.352 0.650 -1.600
9 H 3.005 -0.622 -0.563
10 H 2.709 0.986 0.114
11 H 0.875 -1.302 -0.502
12 H 0.921 1.022 1.525
13 H 0.962 -0.679 2.051
14 H -1.089 -1.334 -0.236
15 H -2.749 1.240 -0.259
16 H -2.822 -0.138 -1.399
17 H -3.255 -0.374 0.308

Record 3
Here is 2 unconnected molecules or ions with the total composition C11H18O in a non-equilibrium geometry from OMol25. Energies are from ωB97M-V/def2-TZVPD.

Results
* structure (SMILES): Cc1ccc(O)cc1.CC(C)C
* orbital gap: 9.210 eV
* HOMO: -8.36 eV
* relative energy (zero: lowest compared OMol25 entry of this formula, charge and spin): 0.827 eV
* F_max: 0.042 hartree/bohr

Atoms and positions in Å:
1 C 2.070 -0.964 1.225
2 C 2.407 -1.178 -0.246
3 C 3.262 -1.487 2.064
4 C 1.887 0.529 1.549
5 H 1.269 -1.677 1.448
6 H 1.683 -0.585 -0.825
7 H 4.140 -0.894 1.803
8 H 2.972 -1.463 3.116
9 H 3.468 -2.540 1.853
10 H 2.709 1.050 1.058
11 H 0.913 0.956 1.330
12 H 2.176 -2.187 -0.600
13 H 3.416 -0.888 -0.542
14 H 2.103 0.617 2.619
15 C -2.857 1.682 1.113
16 C -1.559 -0.065 -2.526
17 C -2.691 -0.608 -1.911
18 C -0.969 1.130 -2.144
19 C -3.021 0.016 -0.705
20 C -1.390 1.720 -0.972
21 C -2.416 1.183 -0.197
22 O -0.964 -0.647 -3.632
23 H -3.317 -1.432 -2.218
24 H -1.415 -1.488 -3.808
25 H -0.205 1.536 -2.788
26 H -3.614 -0.523 0.030
27 H -1.098 2.740 -0.721
28 H -3.706 2.376 1.128
29 H -2.111 2.225 1.711
30 H -3.142 0.868 1.788